The following is a DFT calculation (ωB97M-V with the def2-TZVPD basis set) of a structure of composition C5H6Cl2LaO3STl in a non-equilibrium geometry.

net charge = +4
ΔE to the lowest compared entry with this formula, charge and spin = 15.7 kJ/mol
frontier orbital gap (alpha / beta) = 4.732 / 5.486 eV
molar mass = 560.4 g mol⁻¹
total energy = -52807.917 eV
2S+1 = 1
highest occupied orbital energy (alpha / beta) = -23.586 / -23.979 eV

```
19
Properties=species:S:1:pos:R:3:forces:R:3:lowdin_charge:R:1
Tl 0.3702 -0.4751 -4.7059 0.260 -0.149 -0.852 0.912
La -0.0844 1.2615 -1.3590 1.310 3.947 -3.262 1.341
Cl -0.6151 2.1643 -3.7084 -0.360 -0.277 -0.385 -0.117
Cl 2.0190 0.1110 -2.4026 -0.367 -0.168 0.323 -0.081
C -0.5849 -0.5702 0.0161 -1.658 -8.434 7.390 -0.167
C -0.2422 1.4461 -8.3698 -0.390 -0.702 -3.622 0.193
C 0.5073 -0.7068 -7.6910 0.229 -1.076 -3.163 0.010
O -0.6734 -1.3512 0.8819 0.484 4.304 -4.908 0.234
O -0.4107 1.3818 -9.4971 0.352 0.722 3.357 0.238
O 0.6383 -1.2188 -8.7012 -0.227 1.110 3.205 0.244
C 1.4760 2.9549 2.4164 0.982 -0.039 -0.499 -0.221
S 0.5629 1.6833 1.5597 -0.729 1.489 2.500 1.006
C -1.0618 1.8784 2.4055 0.593 -0.499 -0.877 -0.188
H 2.4461 3.0686 1.9211 -0.075 -0.016 0.115 0.091
H 1.6436 2.6475 3.4596 -0.157 -0.115 0.108 0.127
H 0.9061 3.8953 2.3968 -0.148 -0.133 0.025 0.114
H -0.9783 1.4337 3.3862 0.135 -0.348 0.601 0.111
H -1.2608 2.9297 2.5091 0.031 0.698 0.063 0.090
H -1.8422 1.3952 1.8390 -0.266 -0.315 -0.118 0.061
```
Positions in Å, forces in eV/Å.